1.
The following is a DFT calculation (ωB97M-V/def2-TZVPD) of a 3-piece molecular cluster, C14H29B2NO10P overall at a distorted geometry.

```
! RIJCOSX wB97M-V def2-TZVPD def2/J DEFGRID3
* xyz -1 1
C -6.37 -0.04 3.49
C -5.45 -0.25 2.76
C -4.30 -0.51 1.88
C -4.36 -1.87 1.16
O -3.01 -2.18 0.94
B -2.20 -1.58 2.03
B -0.72 -0.80 1.58
O 0.51 -1.09 2.19
O -0.64 0.23 0.64
C -1.33 -0.02 -0.60
C -0.89 -1.30 -1.30
P -2.00 -2.98 3.50
N -2.29 -2.46 4.96
O -0.53 -3.73 3.44
O -3.02 -4.23 3.15
O -3.12 -0.57 2.64
H -7.15 0.21 4.16
H -4.26 0.25 1.09
H -4.86 -1.77 0.19
H -4.88 -2.63 1.77
H 0.42 -0.98 3.15
H -1.10 0.84 -1.24
H -2.41 0.00 -0.44
H -1.62 -2.09 -1.15
H -0.85 -1.10 -2.38
H 0.12 -1.60 -0.99
H -1.51 -2.62 5.59
H -0.42 -4.18 4.28
H -2.52 -5.00 2.85
O 4.19 5.40 1.59
C 3.99 4.22 1.52
O 2.93 3.78 0.81
C 2.71 2.39 0.53
C 2.01 1.64 1.64
C 4.86 3.22 2.25
H 3.65 1.92 0.24
H 2.07 2.40 -0.36
H 2.61 1.63 2.56
H 1.81 0.62 1.34
H 1.06 2.12 1.88
H 4.51 3.16 3.28
H 5.88 3.60 2.25
H 4.86 2.22 1.83
O 0.16 -1.89 -5.34
C 0.95 -1.00 -5.26
O 0.97 -0.24 -4.15
C 1.98 0.74 -3.88
C 1.67 2.07 -4.53
C 1.88 -0.65 -6.41
H 2.96 0.36 -4.15
H 1.96 0.85 -2.79
H 1.66 1.99 -5.62
H 2.43 2.81 -4.25
H 0.70 2.43 -4.21
H 1.34 -0.03 -7.11
H 2.16 -1.58 -6.90
H 2.79 -0.14 -6.11
*
```

The calculation puts the total energy at -1749.23671 hartree.

The molecule's natural (NBO) atomic charges, reported in e, are given here: -0.28, 0.03, 0.00, -0.06, -0.73, 0.17, 0.96, -0.95, -0.75, -0.05, -0.66, 1.93, -1.38, -1.01, -1.01, -0.69, 0.22, 0.17, 0.16, 0.17, 0.49, 0.15, 0.18, 0.24, 0.22, 0.21, 0.34, 0.47, 0.48, -0.59, 0.80, -0.50, -0.07, -0.65, -0.74, 0.16, 0.19, 0.19, 0.27, 0.23, 0.25, 0.24, 0.22, -0.57, 0.80, -0.50, -0.07, -0.64, -0.74, 0.17, 0.21, 0.20, 0.22, 0.22, 0.24, 0.24, 0.21

2.
The following is a DFT calculation (ωB97M-V/def2-TZVPD) of a 4-piece molecular cluster, C14H29BN4 overall at a distorted geometry.

```
! RIJCOSX wB97M-V def2-TZVPD def2/J DEFGRID3
* xyz 0 1
C 2.14 -0.85 0.59
C 2.20 -1.36 -0.86
C 2.27 -0.26 -1.92
C 0.92 0.27 -2.46
B -0.26 0.40 -1.43
N -1.15 1.49 -1.45
C -1.83 1.97 -0.23
C -3.27 1.44 -0.05
C -3.53 0.02 -0.55
C -3.05 -1.06 0.42
H 2.57 0.16 0.64
H 1.10 -0.74 0.91
H 2.67 -1.51 1.28
H 1.36 -2.03 -1.04
H 3.10 -1.98 -0.96
H 2.87 0.57 -1.53
H 2.84 -0.65 -2.77
H 0.58 -0.42 -3.24
H 1.11 1.22 -2.97
H -0.47 -0.47 -0.64
H -0.73 2.27 -1.94
H -1.90 3.05 -0.32
H -1.24 1.77 0.66
H -3.96 2.13 -0.54
H -3.50 1.46 1.02
H -3.09 -0.12 -1.54
H -4.61 -0.10 -0.69
H -3.81 -1.25 1.19
H -2.87 -2.01 -0.09
H -2.13 -0.78 0.92
C 4.61 -0.66 4.11
C 5.01 -1.33 2.88
N 5.32 -1.85 1.91
H 4.81 0.41 4.02
H 3.54 -0.80 4.27
H 5.16 -1.06 4.95
C -5.76 5.37 -1.33
C -5.16 4.83 -0.11
N -4.69 4.41 0.85
H -6.77 4.99 -1.45
H -5.79 6.46 -1.27
H -5.16 5.08 -2.19
C 3.90 -4.73 0.61
C 2.49 -4.78 0.27
N 1.37 -4.82 0.00
H 4.08 -3.95 1.35
H 4.21 -5.69 1.02
H 4.50 -4.51 -0.27
*
```

Its energy relative to the best compared isomer or geometry (same formula, charge and spin) is 0.0 kcal per mole. As for the SMILES: CCCCBNCCCC.CC#N.CC#N.CC#N.

The molecule's natural (NBO) atomic charges, reported in e, are given here: -0.61, -0.41, -0.37, -0.75, 0.67, -0.85, -0.21, -0.40, -0.40, -0.61, 0.19, 0.21, 0.21, 0.22, 0.20, 0.19, 0.20, 0.24, 0.20, -0.09, 0.38, 0.20, 0.18, 0.20, 0.21, 0.21, 0.20, 0.20, 0.21, 0.20, -0.72, 0.31, -0.36, 0.26, 0.26, 0.26, -0.72, 0.29, -0.33, 0.26, 0.25, 0.25, -0.73, 0.29, -0.34, 0.27, 0.25, 0.26

3.
The following is a DFT calculation (ωB97M-V/def2-TZVPD) of a 6-piece molecular cluster, C14H29ClN3O10 overall at a distorted geometry.

```
! RIJCOSX wB97M-V def2-TZVPD def2/J DEFGRID3
* xyz -3 1
N 0.37 0.47 0.19
H 1.36 0.64 0.06
H 0.31 -0.51 -0.04
H -0.21 0.93 -0.49
H 0.09 0.61 1.15
N 2.82 -0.88 -2.90
H 2.56 -0.12 -2.28
H 3.39 -0.50 -3.64
H 1.99 -1.38 -3.20
H 3.41 -1.48 -2.34
C -1.25 -1.88 -4.15
C -0.28 -2.13 -3.08
C -0.79 -1.93 -1.59
O -0.01 -2.03 -0.63
C -2.18 -1.58 -1.37
C -2.99 -1.37 -2.47
C -2.56 -1.58 -3.91
O -3.25 -1.27 -4.99
O -4.15 -0.84 -2.15
O 0.86 -2.52 -3.14
H -0.92 -1.98 -5.17
H -2.55 -1.49 -0.36
O 4.19 -2.59 -1.05
C 4.39 -1.78 0.12
C 3.44 -0.56 0.55
O 3.13 0.45 -0.43
H 5.38 -1.36 -0.03
H 4.50 -2.47 0.96
H 3.84 -0.09 1.45
H 2.51 -1.02 0.87
Cl 0.00 2.42 -2.61
O 0.98 1.63 -3.29
O 0.64 3.07 -1.51
O -0.54 3.49 -3.40
O -1.12 1.57 -2.27
C 1.10 1.23 3.45
C -0.32 1.80 3.22
N -1.12 0.83 2.48
C -1.54 -0.35 3.29
C -2.20 -1.47 2.42
C -2.33 1.53 2.03
C -2.15 2.76 1.13
H 1.69 1.22 2.54
H 1.05 0.23 3.88
H 1.64 1.86 4.16
H -0.83 2.02 4.15
H -0.30 2.79 2.76
H -2.13 -0.10 4.18
H -0.67 -0.80 3.76
H -2.37 -2.30 3.11
H -1.57 -1.81 1.60
H -3.17 -1.21 1.98
H -2.95 0.85 1.45
H -2.88 1.82 2.92
H -2.21 3.72 1.64
H -1.20 2.71 0.60
H -2.93 2.71 0.38
*
```

Its energy relative to the best compared isomer or geometry (same formula, charge and spin) is 56.0 kcal per mole.

The molecule's natural (NBO) atomic charges, reported in e, are given here: -0.96, 0.47, 0.46, 0.43, 0.42, -0.90, 0.47, 0.37, 0.44, 0.48, -0.51, 0.46, 0.43, -0.73, -0.52, 0.41, 0.38, -0.74, -0.73, -0.69, 0.19, 0.18, -1.01, -0.06, -0.09, -1.02, 0.08, 0.08, 0.08, 0.09, 2.56, -0.87, -0.89, -0.90, -0.86, -0.63, -0.22, -0.45, -0.21, -0.63, -0.22, -0.64, 0.25, 0.20, 0.19, 0.14, 0.21, 0.15, 0.19, 0.19, 0.27, 0.21, 0.22, 0.14, 0.18, 0.25, 0.24

4.
The following is a DFT calculation (ωB97M-V/def2-TZVPD) of C14H29INOP2Pb as an isolated structure at a distorted geometry.

```
! RIJCOSX wB97M-V def2-TZVPD def2/J DEFGRID3
* xyz 3 1
C -0.23 -0.78 -0.37
I 1.73 -0.27 0.83
H -0.72 -1.81 -0.19
H -0.78 0.01 0.15
H 0.46 -0.74 -1.25
Pb -2.15 -0.11 -2.65
P 2.12 -2.69 1.24
C 3.87 -2.85 0.73
C 2.04 -2.95 3.00
H 2.44 -3.95 3.20
H 1.61 -4.82 0.35
H 1.01 -2.90 3.35
H 0.10 -3.87 0.64
H 4.50 -2.35 1.49
H 2.69 -2.22 3.51
C 1.14 -3.84 0.26
H 4.09 -3.92 0.70
H 1.13 -3.56 -0.81
H 4.01 -2.38 -0.27
P -2.29 2.19 -1.53
C -1.56 3.86 -1.61
C -4.04 2.45 -2.05
H -2.66 0.82 0.46
H -3.34 2.49 0.67
H -1.59 2.21 0.82
C -2.50 1.90 0.27
H -4.62 1.57 -1.69
H -4.44 3.40 -1.67
H -2.27 4.69 -1.40
H -1.11 4.05 -2.59
H -4.12 2.50 -3.16
H -0.74 3.96 -0.89
C 0.71 1.59 -2.30
O 1.86 1.51 -2.02
C 3.73 2.66 0.52
C 2.59 3.44 0.99
C 2.19 4.76 0.53
C 1.07 5.11 1.27
C 0.79 3.97 2.11
C -0.28 3.92 3.14
N 1.63 2.96 1.84
H 4.67 3.13 0.88
H 3.77 2.61 -0.59
H 3.67 1.61 0.92
H 2.79 5.34 -0.16
H 0.53 6.04 1.30
H 0.01 4.51 4.04
H -1.21 4.37 2.75
H -0.46 2.87 3.44
*
```

Its energy relative to the best compared isomer or geometry (same formula, charge and spin) is 8.6 kcal per mole.

The molecule's natural (NBO) atomic charges, reported in e, are given here: -0.88, 0.50, 0.26, 0.25, 0.25, 1.18, 1.34, -0.96, -1.00, 0.31, 0.32, 0.29, 0.28, 0.29, 0.30, -0.99, 0.29, 0.28, 0.28, 0.73, -0.95, -0.95, 0.23, 0.29, 0.27, -0.96, 0.25, 0.29, 0.30, 0.28, 0.27, 0.27, 0.51, -0.46, -0.67, 0.29, -0.26, -0.28, 0.30, -0.68, -0.61, 0.28, 0.24, 0.19, 0.24, 0.25, 0.28, 0.23, 0.23

5.
The following is a DFT calculation (ωB97M-V/def2-TZVPD) of a 3-piece molecular cluster, C14H29N4O10S2 overall at a distorted geometry.

```
! RIJCOSX wB97M-V def2-TZVPD def2/J DEFGRID3
* xyz 1 1
C 3.11 -2.32 2.40
C 3.41 -1.30 1.11
O 4.70 -1.12 0.78
N 2.29 -0.55 0.36
C 1.72 -1.60 -0.57
C 1.26 0.01 1.32
C 1.95 1.10 2.37
N 0.95 1.72 3.33
C -0.23 2.34 2.61
C -0.93 1.10 1.74
C -2.41 1.47 1.13
C -3.54 0.49 1.87
C -3.31 -1.11 1.57
N -4.07 -1.78 0.41
O -2.52 -1.93 2.29
N 0.11 0.75 0.66
H 2.94 -1.71 3.39
H 3.95 -3.12 2.55
H 2.08 -2.88 2.18
H 0.55 -1.68 -0.58
H 2.21 -1.45 -1.62
H 2.11 -2.66 -0.19
H 0.76 -0.88 1.95
H 2.79 0.62 3.04
H 2.50 1.91 1.69
H 0.64 1.05 4.07
H -1.04 2.79 3.34
H 0.17 3.13 1.82
H -1.05 0.21 2.52
H -2.67 2.57 1.52
H -2.43 1.40 -0.04
H -4.59 0.78 1.38
H -3.63 0.70 3.01
H -4.57 -2.62 0.83
H -3.31 -2.21 -0.18
H -0.41 0.21 -0.06
H 0.40 1.66 0.21
C 5.47 3.23 -0.37
C 4.83 2.64 -1.62
O 3.45 3.01 -1.54
S 3.34 4.45 -0.79
O 3.23 5.48 -1.80
O 2.40 4.32 0.31
O 4.85 4.50 -0.18
H 5.27 2.61 0.51
H 6.55 3.35 -0.48
H 4.93 1.55 -1.67
H 5.24 3.09 -2.53
C -4.97 -3.87 -4.61
C -5.56 -2.64 -3.92
O -4.59 -2.26 -2.96
S -3.10 -2.62 -3.52
O -2.53 -1.43 -4.11
O -2.41 -3.41 -2.53
O -3.57 -3.61 -4.73
H -5.10 -4.77 -4.00
H -5.41 -4.04 -5.60
H -6.52 -2.86 -3.44
H -5.68 -1.82 -4.63
*
```

The calculation puts the total energy at -2318.14114 hartree.

The molecule's natural (NBO) atomic charges, reported in e, are given here: -0.75, 0.69, -0.51, -0.53, -0.45, 0.10, -0.27, -0.63, -0.24, -0.09, -0.43, -0.52, 0.68, -0.91, -0.57, -0.57, 0.25, 0.29, 0.23, 0.21, 0.25, 0.22, 0.22, 0.25, 0.24, 0.38, 0.25, 0.22, 0.26, 0.26, 0.24, 0.27, 0.26, 0.40, 0.39, 0.44, 0.46, -0.10, -0.11, -0.68, 2.50, -0.86, -0.92, -0.67, 0.19, 0.23, 0.22, 0.20, -0.10, -0.11, -0.68, 2.49, -0.88, -0.90, -0.67, 0.20, 0.22, 0.22, 0.20

6.
The following is a DFT calculation (ωB97M-V/def2-TZVPD) of a 3-piece molecular cluster, C14H29NO5P overall at a distorted geometry.

```
! RIJCOSX wB97M-V def2-TZVPD def2/J DEFGRID3
* xyz -1 1
C 1.78 -1.45 0.22
C 0.36 -1.61 -0.36
N 0.44 -2.20 -1.70
C -0.82 -2.85 -2.16
C -2.13 -2.39 -1.52
P -2.78 -0.62 -1.95
C 1.06 -1.40 -2.65
C 1.37 0.05 -2.38
O 1.41 -1.86 -3.69
H 1.81 -1.63 1.28
H 2.49 -2.05 -0.33
H 2.09 -0.42 0.08
H -0.13 -0.65 -0.32
H -0.12 -2.33 0.27
H -0.71 -3.91 -1.96
H -0.87 -2.75 -3.23
H -2.14 -2.57 -0.45
H -2.89 -3.05 -1.93
H -1.42 -0.09 -2.05
H -2.72 -0.95 -3.40
H -4.18 -1.12 -1.93
H -2.89 -0.29 -0.51
H -3.30 0.73 -2.27
H 0.73 0.51 -1.65
H 1.29 0.58 -3.31
H 2.39 0.14 -2.04
O -0.19 -3.07 3.32
C -0.74 -2.00 3.32
O -0.62 -1.12 2.31
C -1.30 0.11 2.64
C -2.33 -0.28 3.69
C -1.62 -1.43 4.41
H -0.57 0.82 3.01
H -1.76 0.51 1.73
H -2.61 0.55 4.34
H -3.23 -0.65 3.21
H -0.98 -1.07 5.22
H -2.31 -2.18 4.79
O 0.40 2.23 0.84
C 1.34 2.80 0.38
O 2.46 2.15 -0.05
C 3.47 3.10 -0.43
C 2.71 4.38 -0.74
C 1.53 4.30 0.22
H 4.17 3.22 0.40
H 4.00 2.71 -1.29
H 3.32 5.28 -0.63
H 2.34 4.35 -1.77
H 1.77 4.72 1.20
H 0.63 4.75 -0.17
*
```

Its energy relative to the best compared isomer or geometry (same formula, charge and spin) is 10.2 kcal per mole.

The molecule's natural (NBO) atomic charges, reported in e, are given here: -0.63, -0.23, -0.47, -0.21, -0.74, 0.50, 0.72, -0.73, -0.62, 0.21, 0.20, 0.20, 0.21, 0.21, 0.17, 0.21, 0.18, 0.20, -0.22, -0.21, -0.21, -0.24, -0.18, 0.23, 0.23, 0.21, -0.58, 0.80, -0.48, -0.08, -0.43, -0.53, 0.18, 0.24, 0.21, 0.22, 0.22, 0.23, -0.55, 0.79, -0.49, -0.07, -0.43, -0.53, 0.17, 0.20, 0.21, 0.22, 0.23, 0.25

7.
The following is a DFT calculation (ωB97M-V/def2-TZVPD) of C14H2BF5N4O10S2W as an isolated structure at a distorted geometry.

```
! RIJCOSX wB97M-V def2-TZVPD def2/J DEFGRID3
* xyz 0 1
W -0.04 -0.23 -0.11
S -2.11 1.81 1.97
C -0.41 2.22 2.31
S 0.86 1.72 1.24
C -0.19 2.96 3.42
C -1.26 3.32 4.30
N -2.12 3.61 5.02
C 1.13 3.40 3.77
N 2.18 3.77 4.06
O -1.40 -2.88 2.59
C -0.98 -2.58 1.52
O -0.35 -1.39 1.32
C -1.08 -3.45 0.31
C -1.49 -4.75 0.52
C -1.57 -5.61 -0.55
C -1.23 -5.22 -1.82
C -0.84 -3.92 -2.04
C -0.76 -3.00 -0.98
O -0.35 -1.75 -1.19
N -0.50 -3.54 -3.43
O -0.33 -2.37 -3.69
O -0.38 -4.45 -4.22
N -2.03 -7.00 -0.33
O -2.33 -7.31 0.80
O -2.08 -7.73 -1.30
H -1.75 -5.08 1.52
H -1.28 -5.91 -2.65
F -1.73 2.35 -3.29
C -1.24 1.13 -3.53
F -1.23 0.90 -4.83
F -2.03 0.23 -2.93
C 0.19 1.08 -2.97
O 1.15 1.27 -3.63
O 0.22 0.83 -1.63
F 2.16 -2.27 0.38
B 1.93 -1.15 -0.30
F 2.55 -1.10 -1.47
O -2.35 -0.05 0.09
C -1.70 0.73 0.73
*
```

Its energy relative to the best compared isomer or geometry (same formula, charge and spin) is 57.4 kcal per mole.

The molecule's natural (NBO) atomic charges, reported in e, are given here: 1.50, 0.49, -0.22, 0.02, -0.31, 0.25, -0.24, 0.26, -0.24, -0.49, 0.80, -0.65, -0.27, -0.08, -0.01, -0.11, -0.05, 0.46, -0.68, 0.54, -0.36, -0.36, 0.53, -0.36, -0.36, 0.28, 0.29, -0.31, 0.90, -0.28, -0.31, 0.71, -0.43, -0.65, -0.49, 1.01, -0.47, -0.49, 0.16

8.
The following is a DFT calculation (ωB97M-V/def2-TZVPD) of C14H30FN2O3PSSn as an isolated structure.

```
! RIJCOSX wB97M-V def2-TZVPD def2/J DEFGRID3
* xyz 2 1
C 0.90 -4.22 2.23
C 0.66 -4.03 0.73
C -0.40 -2.95 0.41
C 0.09 -1.66 -0.30
P 0.13 -1.97 -2.14
N 1.53 -2.84 -2.42
O 1.48 -1.41 -0.10
S 1.87 -0.43 1.18
O 3.28 -0.42 1.17
O 1.10 -0.92 2.28
C 1.16 1.08 0.59
C -0.02 0.87 -0.38
C -0.85 2.15 -0.43
C -0.07 3.35 -1.02
C 0.53 4.32 0.01
C 1.86 4.97 -0.42
N 3.06 4.39 0.18
C -0.80 -0.42 -0.02
C -2.14 -0.64 -0.72
F -1.94 -0.28 -2.08
C -3.37 0.03 -0.14
C -3.62 -0.42 1.30
H 0.93 -3.27 2.75
H 0.09 -4.82 2.66
H 1.83 -4.75 2.42
H 1.61 -3.81 0.24
H 0.30 -4.98 0.32
H -1.18 -3.40 -0.22
H -0.91 -2.65 1.32
H 0.18 -0.83 -2.93
H -0.97 -2.72 -2.55
H 2.08 -2.71 -1.55
H 1.97 1.62 0.10
H 0.85 1.60 1.49
H 0.42 0.74 -1.38
H -1.74 1.98 -1.03
H -1.17 2.41 0.59
H -0.75 3.90 -1.67
H 0.74 2.97 -1.67
H -0.20 5.12 0.20
H 0.68 3.82 0.97
H 1.95 4.88 -1.51
H 1.83 6.04 -0.21
H 2.87 3.89 1.04
H 3.55 3.77 -0.44
H -1.01 -0.41 1.05
H -2.36 -1.71 -0.78
H -4.21 -0.25 -0.77
H -3.28 1.11 -0.20
H -3.22 0.29 2.03
H -3.15 -1.39 1.53
H -4.68 -0.52 1.50
Sn 2.48 -4.46 -3.18
*
```

Its energy relative to the best compared isomer or geometry (same formula, charge and spin) is 0.0 kcal per mole.

The molecule's natural (NBO) atomic charges, reported in e, are given here: -0.62, -0.40, -0.47, 0.11, 1.28, -1.58, -0.80, 2.39, -0.86, -0.91, -0.70, -0.19, -0.40, -0.41, -0.41, -0.22, -0.82, -0.33, 0.23, -0.39, -0.45, -0.62, 0.24, 0.23, 0.23, 0.17, 0.21, 0.22, 0.26, 0.07, 0.04, 0.45, 0.28, 0.28, 0.20, 0.22, 0.21, 0.23, 0.19, 0.23, 0.18, 0.19, 0.20, 0.35, 0.35, 0.28, 0.17, 0.24, 0.23, 0.23, 0.20, 0.25, 1.75

9.
The following is a DFT calculation (ωB97M-V/def2-TZVPD) of C14H30GeN3O5Tl as an isolated structure.

```
! RIJCOSX wB97M-V def2-TZVPD def2/J DEFGRID3
* xyz 0 1
Tl 0.25 -0.27 -0.09
O 0.61 -4.71 0.31
C 0.67 -3.41 -0.16
O 0.70 -2.51 0.78
C 1.74 -3.39 -1.24
O 1.49 -2.36 -2.17
C 0.40 -2.69 -3.01
C -0.87 -3.02 -2.23
O -1.95 -3.00 -2.76
O -0.73 -3.26 -0.94
H 0.16 -4.68 1.16
H 1.79 -4.37 -1.74
H 2.69 -3.16 -0.76
H 0.64 -3.55 -3.65
H 0.20 -1.83 -3.64
C -2.38 2.09 0.49
C -1.19 2.32 1.42
N -0.69 1.10 2.06
C -1.61 0.39 2.94
C -1.74 -1.09 2.53
N -1.96 -1.22 1.10
C -3.28 -0.83 0.62
C -3.21 0.05 -0.63
N -2.15 1.05 -0.51
H -3.26 1.83 1.08
H -2.60 3.05 0.01
H -0.36 2.74 0.84
H -1.48 3.08 2.16
H 0.18 1.29 2.53
H -1.29 0.44 3.98
H -2.60 0.86 2.89
H -0.82 -1.61 2.77
H -2.56 -1.54 3.12
H -1.71 -2.15 0.78
H -3.90 -1.70 0.38
H -3.80 -0.28 1.41
H -2.97 -0.58 -1.49
H -4.19 0.50 -0.81
H -1.95 1.45 -1.41
C 3.04 1.44 1.15
Ge 2.65 2.10 -0.68
C 2.35 4.07 -0.60
C 4.27 1.79 -1.76
C 1.14 1.22 -1.58
H 4.02 1.75 1.50
H 3.00 0.35 1.15
H 2.29 1.82 1.86
H 3.30 4.59 -0.46
H 1.68 4.34 0.21
H 1.92 4.41 -1.54
H 5.09 2.45 -1.45
H 4.07 1.97 -2.82
H 4.60 0.76 -1.65
H 0.29 1.92 -1.49
*
```

The calculation puts the total energy at -3341.19854 hartree.

The molecule's Mulliken atomic charges, reported in e, are given here: 1.22, -0.57, 0.86, -0.80, -0.79, -0.33, -0.26, 0.64, -0.67, -0.43, 0.37, 0.33, 0.29, 0.32, 0.21, -0.83, -0.42, -0.01, -0.79, -0.96, 0.11, -0.77, -1.02, -0.12, 0.27, 0.48, -0.15, 0.47, 0.24, 0.47, 0.25, 0.37, 0.42, 0.28, 0.42, 0.34, 0.40, 0.38, 0.36, -1.16, 0.47, -1.25, -1.23, -0.73, 0.45, 0.35, 0.20, 0.40, 0.35, 0.38, 0.38, 0.38, 0.32, 0.12